(1)
This record from OMol25 describes a cluster of 4 separate species, C24H26F9N8O7 in total at a distorted geometry. The level of theory is ωB97M-V/def2-TZVPD.

- Lowest unoccupied orbital energy: 2.23 eV
- Gap between HOMO and LUMO: 0.267 Ha
- E_tot: -2793.624084 Eh
- Total charge: -1

Atoms and positions in Å:
1 N -0.68201 6.23438 -0.69016
2 C -0.89708 5.90456 0.38478
3 O -1.28081 5.31639 1.53190
4 C -0.83636 3.89464 1.60859
5 C -0.85745 3.59749 3.15374
6 C 0.24236 2.64393 3.72950
7 N -0.36821 2.04181 4.98343
8 N 0.61918 1.49905 2.89559
9 N 1.44377 3.40594 4.22262
10 C 0.62229 3.92784 0.96032
11 O 0.86038 3.36538 -0.12651
12 O 1.57102 4.59096 1.53206
13 N -1.80747 3.16324 0.78760
14 C -3.18860 3.66273 0.92801
15 O -4.19300 2.70093 0.47324
16 C -5.25791 2.67700 1.33280
17 F -4.88534 2.21345 2.56919
18 F -6.22641 1.81483 0.88682
19 F -5.81663 3.92639 1.43909
20 C -1.68201 1.73105 0.81577
21 O -2.10024 1.12473 1.76664
22 C -1.09240 0.82493 -0.35403
23 F -1.58448 -0.46215 -0.14387
24 F 0.27787 0.67506 -0.21663
25 C -1.52637 1.20539 -1.82960
26 F -2.11635 2.42881 -1.97796
27 F -2.47059 0.27105 -2.25292
28 C -0.36371 1.12189 -2.91326
29 F -0.94363 1.57795 -4.09267
30 F 0.67986 1.95995 -2.66336
31 C 0.05852 -0.37439 -3.20006
32 O 0.19894 -0.68834 -4.34346
33 O 0.23396 -1.33976 -2.21748
34 H -0.78799 4.57275 3.71636
35 H -1.88244 3.19579 3.39733
36 H 0.27718 1.33783 5.35662
37 H -0.47356 2.76910 5.69511
38 H 1.63549 1.57754 2.77115
39 H 0.38102 0.60687 3.32543
40 H 1.85738 2.79687 4.93832
41 H 1.02869 4.16936 4.77410
42 H -3.29628 4.53061 0.21728
43 H -3.43720 4.05785 1.94454
44 H 1.20328 -1.39075 -2.06541
45 N 4.26068 -0.71401 -1.42534
46 C 3.92314 -1.94022 -0.91851
47 C 5.02856 -2.74760 -0.99312
48 C 6.07549 -1.97745 -1.56197
49 C 5.57113 -0.72694 -1.81490
50 H 3.64060 0.07656 -1.49903
51 H 2.92709 -2.13123 -0.55009
52 H 5.08018 -3.77667 -0.67291
53 H 7.08470 -2.30254 -1.76234
54 H 6.03026 0.15171 -2.23799
55 N 5.74844 -6.39781 -1.59800
56 C 5.40061 -7.63091 -2.07843
57 C 5.59563 -8.54602 -1.07600
58 C 6.07442 -7.83692 0.05534
59 C 6.15541 -6.51411 -0.29639
60 H 5.71003 -5.53841 -2.11995
61 H 5.04674 -7.75015 -3.08976
62 H 5.41339 -9.60691 -1.14672
63 H 6.32986 -8.24972 1.01868
64 H 6.46764 -5.64788 0.26487
65 N -6.38108 -0.63246 -1.29594
66 C -5.25508 -1.38102 -1.12577
67 C -5.22852 -2.33594 -2.11005
68 C -6.38847 -2.15102 -2.90727
69 C -7.07861 -1.08854 -2.38119
70 H -6.65492 0.13779 -0.71049
71 H -4.56905 -1.17069 -0.32046
72 H -4.46156 -3.08255 -2.24375
73 H -6.68190 -2.72927 -3.76962
74 H -8.00146 -0.62001 -2.68345

Cartesian forces (eV/Å) of the 6 atoms listed first:
0.18 0.83 -0.61
-1.16 -1.83 2.11
0.69 0.88 -1.50
1.34 0.86 0.41
-0.56 0.43 -0.07
-0.20 -0.65 2.41

Atomic partial charges in e from the Mulliken method, atoms 1 to 6: -0.53 0.56 -0.51 1.45 -1.48 0.45

---

(2)
This record from OMol25 describes the ion C5H12N with charge +1 at a distorted geometry. The level of theory is ωB97M-V/def2-TZVPD.

- Lowest unoccupied orbital energy: -5.72 eV
- Energy relative to the best compared isomer or geometry (same formula, charge and spin): 551.0 kJ/mol
- SMILES: CCC/C=C/[NH3+]
- Gap between HOMO and LUMO: 0.247 Ha
- E_tot: -252.021274 Eh
- Total charge: +1

Atoms and positions in Å:
1 C -0.20957 1.73423 -1.21633
2 C 0.84429 1.62206 -0.16211
3 C 0.38587 0.90063 1.10988
4 C 0.20199 -0.62356 1.05995
5 C -0.73381 -1.36999 0.41477
6 N -0.40422 -2.18058 -0.77042
7 H -0.85478 0.75920 -1.40608
8 H 0.14763 2.02819 -2.20140
9 H -0.87007 2.47766 -0.73269
10 H 1.15967 2.64378 0.31500
11 H 1.70894 1.11969 -0.66445
12 H -0.49350 1.37891 1.51187
13 H 1.16630 0.96548 1.83813
14 H 0.66726 -1.11293 1.99188
15 H -1.75628 -1.45794 0.73450
16 H -0.87366 -1.70524 -1.62926
17 H -0.71360 -3.14861 -0.60671
18 H 0.60905 -2.26433 -0.99481

Cartesian forces (eV/Å) of the 6 atoms listed first:
-2.24 -0.55 0.39
1.60 -0.25 0.11
-1.14 -1.53 1.19
1.36 0.79 2.07
-0.77 1.02 -0.96
0.16 -1.50 -0.25

Atomic partial charges in e from the Mulliken method, atoms 1 to 6: -0.96 -0.27 -0.64 -0.27 -0.60 -0.31